Entry from OMol25: a gas-phase ion, C6H13N2S (charge +1) at a distorted geometry (the ωB97M-V functional and the def2-TZVPD basis).

Element x y z (Å)
C 1.36056 0.28607 1.28024
C 0.81025 0.18346 -0.18668
C 1.18196 1.60872 -0.69715
C 1.33862 -0.98566 -0.97851
C -0.67591 -0.01925 -0.09880
N -1.29732 -0.85056 0.81675
C -2.70791 -1.00079 0.72164
S -3.23357 0.33514 -0.53994
N -1.56847 0.63660 -0.83071
H 2.49927 0.50906 1.10887
H 1.08971 1.03305 1.99509
H 1.31822 -0.69656 1.78461
H 2.08310 1.87729 -0.36015
H 0.39969 2.27948 -0.26363
H 1.27783 1.79071 -1.74019
H 2.45299 -1.24273 -0.94516
H 0.99350 -0.95912 -2.01723
H 0.78497 -1.87870 -0.58584
H -0.65605 -1.56266 1.19387
H -2.94686 -1.97861 0.51547
H -3.21445 -0.53062 1.54706
H -1.29012 1.16567 -1.71959

Its net charge is +1. Its SMILES is CC(C)(C)C1=[NH+]CSN1. For the energy relative to the best compared isomer or geometry (same formula, charge and spin), the calculation gives 188.6 kJ/mol. The calculation puts the energy at -743.8256 a.u. Its multiplicity is 1. The value obtained for the frontier orbital gap is 9.642 eV.



Entry from OMol25: a molecular structure, C31H63FI2N4O7P3S at a distorted geometry (the ωB97M-V functional and the def2-TZVPD basis).

Element x y z (Å)
C 9.16000 2.54200 3.10649
C 9.34510 1.97499 1.68416
C 8.57902 2.75453 0.61011
C 7.05572 2.75718 0.74602
C 6.39190 1.40511 0.41804
C 6.30003 0.47113 1.64836
C 4.88535 0.37651 2.22644
C 4.02886 -0.73501 1.62658
C 2.78474 -0.98158 2.49419
C 1.67569 -1.77007 1.77497
C 0.32448 -1.02278 1.68692
C -0.03344 -0.73021 0.21413
C -0.85259 0.48613 -0.03752
N -0.44473 1.43510 -0.88995
C -1.40697 2.35002 -0.88632
N -1.33270 3.46218 -1.67444
P -2.49511 4.71519 -1.86911
S -2.55270 6.01594 -0.46577
C -0.12081 3.62160 -2.44797
I 1.56074 4.25887 -1.40133
C -0.14922 3.35352 -3.75731
C -1.36688 2.87034 -4.49473
I 1.52406 3.56151 -4.97617
N -2.40878 2.02296 -0.03008
C -3.64800 2.65936 0.38737
C -4.89573 2.00970 -0.21003
F -3.71324 2.58822 1.75666
N -2.03829 0.79504 0.48588
C -2.79006 -0.04735 1.41913
C -2.58925 0.28423 2.91052
P -4.17886 0.45295 3.76261
O -5.34644 0.35866 2.86388
O -4.07992 1.82276 4.55368
C -5.23072 2.70695 4.54296
C -4.77882 4.03904 5.12050
O -4.13736 -0.71494 4.83542
C -5.37003 -1.40137 5.15061
C -5.62840 -2.56369 4.21894
H 8.23065 3.09865 3.21548
H 9.18377 1.75332 3.85775
H 9.98517 3.21822 3.33362
H 9.00335 0.93824 1.70652
H 10.41114 1.97264 1.45929
H 8.93640 3.78815 0.64906
H 8.85697 2.34048 -0.36255
H 6.68596 3.49097 0.02364
H 6.73787 3.10757 1.73067
H 5.38122 1.62447 0.06726
H 6.99904 0.95491 -0.36846
H 6.94051 0.89098 2.42539
H 6.71000 -0.51410 1.41832
H 4.38030 1.34119 2.11468
H 4.97278 0.20613 3.30435
H 3.68498 -0.44705 0.62674
H 4.62076 -1.64726 1.53591
H 3.12283 -1.53964 3.37004
H 2.43311 -0.01892 2.87388
H 1.48887 -2.69612 2.31906
H 2.02367 -2.07772 0.78727
H 0.36942 -0.09453 2.25570
H -0.44690 -1.67446 2.09597
H -0.50689 -1.58732 -0.27178
H 0.88608 -0.55958 -0.34302
H -2.13235 5.23152 -3.11324
H -3.68692 3.99523 -2.05874
H -1.09708 2.07042 -5.18174
H -2.11860 2.47871 -3.80993
H -1.78777 3.67569 -5.09936
H -3.65347 3.72208 0.15384
H -4.74658 0.96291 -0.45904
H -5.69033 2.11850 0.52559
H -5.21112 2.54260 -1.10602
H -2.53197 -1.08691 1.23986
H -3.84891 0.03483 1.17958
H -1.97283 1.17709 3.00592
H -2.01384 -0.50384 3.39326
H -6.01240 2.27056 5.16261
H -5.59708 2.86092 3.53195
H -4.35022 4.66716 4.33952
H -3.99974 3.87384 5.86295
H -5.60789 4.57630 5.57617
H -6.22226 -0.72757 5.22413
H -5.22128 -1.80594 6.15152
H -5.90663 -2.22332 3.22286
H -4.73525 -3.18598 4.15832
H -6.44434 -3.17726 4.60011
O 0.21765 -4.30649 -3.26131
P -1.01165 -3.76621 -3.85215
O -1.04405 -3.96611 -5.43646
C -0.36673 -5.06201 -6.07226
C -1.17841 -6.33853 -6.07445
O -0.92286 -2.15669 -3.74205
C 0.24823 -1.52559 -3.23387
C 1.25855 -1.22830 -4.31944
O -2.53915 -3.78164 -3.44941
C -3.46657 -4.79810 -3.86588
C -3.35280 -6.05912 -3.03568
H 0.60732 -5.22847 -5.61073
H -0.18446 -4.74095 -7.09732
H -1.42040 -6.65277 -5.05797
H -0.61733 -7.14018 -6.55393
H -2.11524 -6.20858 -6.61828
H 0.69639 -2.12750 -2.44263
H -0.08504 -0.58710 -2.78309
H 1.49031 -2.11489 -4.90938
H 2.18383 -0.84980 -3.88224
H 0.86713 -0.47554 -5.00639
H -3.36361 -4.99302 -4.93296
H -4.45368 -4.35813 -3.72924
H -2.32831 -6.43552 -3.02182
H -4.00474 -6.83473 -3.43677
H -3.64328 -5.86544 -2.00305

Its net charge is +1. The calculation puts the energy at -4082.1492 a.u. Its multiplicity is 1. The value obtained for the frontier orbital gap is 8.837 eV.



Entry from OMol25: a molecular structure, C15H31FP2Pd at a distorted geometry (the ωB97M-V functional and the def2-TZVPD basis).

Element x y z (Å)
P -1.87486 2.03659 -2.23680
P -2.12877 -0.61444 3.20940
C -0.44307 0.86761 -1.98230
C -0.68658 -0.49315 -1.41006
H 0.24150 1.40856 -1.31450
H 0.07070 0.80157 -2.94118
H -1.50501 -0.95559 -2.00026
H 0.25432 -1.09471 -1.46397
C -1.55580 -0.35837 4.95847
H -2.32638 -0.50196 5.72986
H -1.14834 0.64768 5.11125
H -0.73241 -1.03992 5.17498
C -2.96151 -2.25550 3.29412
H -2.23935 -3.07217 3.25357
H -3.63514 -2.39916 2.44336
H -3.57208 -2.39271 4.19525
C -0.77745 3.52632 -2.39939
H -1.36662 4.33825 -2.83862
H 0.13183 3.33663 -2.98765
H -0.50500 3.81854 -1.37574
C -2.45577 1.51474 -3.89934
H -2.99007 0.56271 -3.76853
H -1.63098 1.37025 -4.61312
H -3.17242 2.25395 -4.27358
Pd -0.49959 -0.27264 0.73595
C 1.50715 -1.83994 0.51159
C 1.65154 -0.73543 1.28311
C 2.95161 0.03617 1.39913
C 3.64205 0.30189 0.04847
C 2.61040 0.55803 -1.02852
C 2.31674 -0.29936 -2.01531
C 2.28287 -1.81473 -1.92127
C 2.50646 -2.40272 -0.49865
C -2.24403 1.04690 0.88335
H 0.61966 -2.47526 0.65604
H 0.92048 -0.49295 2.07213
H 3.66022 -0.45769 2.08072
H 2.73640 1.00076 1.85929
H 4.31500 1.17894 0.15243
H 4.33064 -0.52626 -0.21928
H 2.24767 1.59827 -1.07445
H 2.16952 0.12673 -3.02605
H 3.06812 -2.16374 -2.60536
H 1.33586 -2.17733 -2.37501
H 2.31701 -3.48909 -0.62904
H 3.58521 -2.32851 -0.22892
H -3.14553 0.66023 1.41016
H -2.53623 1.40985 -0.12409
H -1.88440 1.91521 1.47600
F -3.45556 0.33692 3.31238

Its net charge is +2. For the energy relative to the best compared isomer or geometry (same formula, charge and spin), the calculation gives 188.5 kJ/mol. The calculation puts the energy at -1499.6780 a.u. Its multiplicity is 5. The value obtained for the frontier orbital gap (alpha / beta) is 5.972 / 4.048 eV.



Entry from OMol25: a molecular structure, C34H32ClN3O7PReS2 at a distorted geometry (the ωB97M-V functional and the def2-TZVPD basis).

Element x y z (Å)
Re 1.09337 -1.01604 0.66075
C -5.66221 2.02336 -1.86028
O -4.74453 1.01388 -1.46566
C -5.18484 0.05121 -0.61476
C -6.49019 -0.10217 -0.18528
C -6.80560 -1.11326 0.71427
C -5.81880 -1.94717 1.20429
C -4.50387 -1.79622 0.78204
C -4.18253 -0.81608 -0.14546
N -2.88721 -0.52795 -0.62669
C -1.71569 -1.14451 -0.38331
N -1.75018 -2.46737 -0.25199
C -0.69421 -3.36848 -0.09946
C 0.62570 -2.96285 0.07590
C 1.61150 -3.96036 0.10097
C 1.27286 -5.29691 0.02967
C -0.05991 -5.68657 -0.07671
C -1.04841 -4.72458 -0.15321
O -2.37955 -4.97072 -0.30514
C -2.85832 -6.26653 0.03733
N -0.56208 -0.43570 -0.39134
C -0.70333 0.98885 -0.59026
C -0.26112 1.57808 -1.75779
C -0.36147 2.95394 -1.92093
C -0.90710 3.72601 -0.91130
C -1.35285 3.14546 0.27122
C -1.25005 1.77535 0.44303
O -1.61533 1.09462 1.54724
C -2.03419 1.83578 2.68661
H -5.10805 2.69440 -2.50985
H -6.03042 2.57663 -0.99358
H -6.50069 1.59905 -2.41493
H -7.26478 0.56279 -0.54065
H -7.82971 -1.23602 1.03944
H -6.05953 -2.71210 1.92961
H -3.73141 -2.41431 1.21777
H -2.81895 0.41425 -0.99296
H -2.64169 -2.91835 -0.41593
H 2.65217 -3.67482 0.19654
H 2.04612 -6.05313 0.05774
H -0.31541 -6.73584 -0.10729
H -2.45058 -7.03796 -0.61638
H -3.93595 -6.22996 -0.09125
H -2.61571 -6.50179 1.07571
H 0.17573 0.94824 -2.52362
H -0.01681 3.41431 -2.83695
H -0.99441 4.79659 -1.04056
H -1.76607 3.75940 1.05979
H -2.12519 1.11343 3.49230
H -3.00310 2.30814 2.50832
H -1.29536 2.59126 2.96089
S 1.86349 1.41738 1.20557
P 3.35183 1.03891 -0.08675
S 2.98275 -0.88702 -0.80045
C 4.96113 1.28132 0.70327
C 5.04830 1.26567 2.09184
C 6.26760 1.51831 2.70101
C 7.38854 1.77966 1.92597
C 7.29855 1.79246 0.54007
C 6.08521 1.54553 -0.07837
C 3.35046 2.14091 -1.52211
C 3.40643 3.50768 -1.25402
C 3.48993 4.40706 -2.30272
C 3.51725 3.94299 -3.61202
C 3.44928 2.58347 -3.87613
C 3.36456 1.67377 -2.83086
H 4.16966 1.06444 2.69162
H 6.33754 1.51384 3.78027
H 8.33993 1.97308 2.40395
H 8.17428 2.00206 -0.05957
H 6.00671 1.56408 -1.15859
H 3.37382 3.85708 -0.22816
H 3.54401 5.46753 -2.09462
H 3.58582 4.64861 -4.42973
H 3.47155 2.22505 -4.89681
H 3.30310 0.61213 -3.03133
O 0.09416 -1.23168 2.69287
Cl 1.35052 -1.35984 3.45642
O 1.32528 -2.51461 4.24894
O 1.60053 -0.17706 4.17602
O 2.35776 -1.50005 2.37654

Its net charge is +1. For the energy relative to the best compared isomer or geometry (same formula, charge and spin), the calculation gives 0.0 kJ/mol. The calculation puts the energy at -3681.5588 a.u. Its multiplicity is 2. The value obtained for the frontier orbital gap (alpha / beta) is 6.066 / 6.562 eV.



Entry from OMol25: a single C2H4N4 molecule (the ωB97M-V functional and the def2-TZVPD basis).

Element x y z (Å)
H 0.23940 0.08161 -2.78453
N -0.14295 0.63699 -2.03399
C -0.07044 0.07736 -0.90055
N 0.58057 -1.07392 -0.39050
C 0.51754 -0.93260 0.88765
N -0.07049 0.23633 1.33610
N -0.69200 0.74232 0.17224
H 0.91469 -1.65205 1.60269
H -0.69604 0.15643 2.13435
H -0.58029 1.72753 -0.02346

Its SMILES is [H]/N=c1\nc[nH][nH]1. For the energy relative to the best compared isomer or geometry (same formula, charge and spin), the calculation gives 113.4 kJ/mol. The calculation puts the energy at -297.6011 a.u. Its multiplicity is 1. The value obtained for the frontier orbital gap is 9.589 eV.



Entry from OMol25: a single C4H7N molecule at a distorted geometry (the ωB97M-V functional and the def2-TZVPD basis).

Element x y z (Å)
C 0.93757 -0.98109 -0.57684
C -0.19144 -0.04763 -0.03883
C -1.34509 -0.50635 0.58509
C 0.15847 1.49004 0.15215
N 0.51429 1.16318 -1.11854
H 0.67594 -1.89627 -0.03719
H 1.96407 -0.71883 -0.33163
H 0.88836 -1.18338 -1.64357
H -1.42517 -0.63184 1.65955
H -2.27945 -0.35916 0.04280
H 0.87625 1.61118 0.99232
H -0.77379 2.06015 0.31469

For the energy relative to the best compared isomer or geometry (same formula, charge and spin), the calculation gives 770.1 kJ/mol. The calculation puts the energy at -211.0674 a.u. Its multiplicity is 1. The value obtained for the frontier orbital gap is 5.887 eV.



Q: energy of number 1 (C6H13N2S)?
A: -743.8256 a.u.